Entry 1:
DFT (ωB97M-V with the def2-TZVPD basis set) results for a cluster of 3 separate species, C25H54ClN4O2S2 in total in a non-equilibrium geometry.

The calculation puts the largest force on an atom at 2.26 eV/Å. The value obtained for the HOMO energy is -11.363 eV.

ORCA input file:
```
! wB97M-V def2-TZVPD RIJCOSX def2/J DEFGRID3
* xyz 1 1
C -0.6426 -1.8461 -2.6768
C -0.7383 -0.7098 -2.3152
C -0.7026 0.7072 -1.9706
S -2.4350 1.2475 -2.3504
C -0.5546 1.0008 -0.4259
Cl -1.0659 -0.4444 0.4776
N 0.8640 1.2836 0.0216
C 0.9623 1.5566 1.4773
C 0.0100 2.6289 2.0235
O -1.3235 2.1905 2.1924
O 1.5703 0.1370 -0.4394
C 2.5826 -0.4229 0.3993
C 3.3070 -1.4735 -0.4547
C 3.5472 -2.7424 0.3567
C 1.3549 2.4460 -0.8459
N 2.6411 2.9143 -0.3881
N 0.3902 3.5229 -0.8687
C 0.8323 4.8862 -0.5711
C -0.3954 5.8140 -0.7105
C 1.4912 1.9438 -2.2916
N 0.2919 1.3543 -2.8698
S -0.3271 2.2487 -4.2057
H -0.8688 -2.8370 -3.0050
H -2.5354 2.4543 -1.7575
H -1.2378 1.7719 -0.1055
H 0.7776 0.6594 2.0594
H 1.9638 1.8809 1.7443
H 0.4095 2.8468 3.0202
H 0.0340 3.5647 1.4816
H -1.3143 1.4896 2.8528
H 2.1429 -0.9467 1.2481
H 3.3113 0.2796 0.8095
H 4.2249 -1.0809 -0.8796
H 2.5896 -1.7467 -1.2310
H 4.3229 -2.6075 1.1112
H 3.8633 -3.5651 -0.2817
H 2.6412 -3.0761 0.8610
H 3.2125 2.1761 0.0056
H 3.1690 3.2651 -1.1785
H -0.1222 3.5342 -1.7415
H 1.1853 4.9879 0.4482
H 1.5736 5.2572 -1.2811
H -1.1982 5.3394 -1.2745
H -0.1418 6.7483 -1.2036
H -0.8153 6.0662 0.2616
H 2.3893 1.3384 -2.4227
H 1.6881 2.8639 -2.8426
H 0.6988 2.0999 -5.0677
C -4.1623 3.6710 2.3146
C -4.1647 3.7235 0.7906
C -4.8914 4.9407 0.2207
C -6.3806 5.0155 0.5586
C -7.2013 3.8060 0.1145
C -7.2054 3.5945 -1.3969
H -5.1735 3.5923 2.7147
H -3.6012 2.8058 2.6670
H -3.6967 4.5652 2.7342
H -4.5996 2.8017 0.3918
H -3.1238 3.7488 0.4403
H -4.7635 4.9539 -0.8664
H -4.4051 5.8495 0.5896
H -6.7925 5.9159 0.0937
H -6.5044 5.1528 1.6359
H -8.2306 3.9465 0.4520
H -6.8411 2.9002 0.6105
H -7.5964 4.4738 -1.9121
H -7.8322 2.7435 -1.6649
H -6.2027 3.3949 -1.7807
C 2.9728 -6.5463 -1.3196
C 2.3894 -7.5651 -0.3458
C 2.4704 -7.1201 1.1135
C 3.8887 -6.9101 1.6476
C 4.8023 -8.1301 1.5481
C 4.3092 -9.3258 2.3574
H 4.0376 -6.3844 -1.1431
H 2.8595 -6.8883 -2.3490
H 2.4577 -5.5861 -1.2261
H 2.8892 -8.5274 -0.4790
H 1.3389 -7.7313 -0.5973
H 1.9509 -7.8532 1.7358
H 1.9145 -6.1826 1.2293
H 3.8190 -6.6032 2.6962
H 4.3577 -6.0724 1.1211
H 5.7947 -7.8474 1.9079
H 4.9313 -8.4225 0.5025
H 4.2082 -9.0664 3.4131
H 5.0117 -10.1562 2.2827
H 3.3419 -9.6840 2.0021
*
```

Entry 2:
DFT (ωB97M-V with the def2-TZVPD basis set) results for a cluster of 14 separate species, C16H60N6O14 in total in a non-equilibrium geometry.

The calculation puts the largest force on an atom at 8.53 eV/Å. The value obtained for the HOMO energy is -7.668 eV.

ORCA input file:
```
! wB97M-V def2-TZVPD RIJCOSX def2/J DEFGRID3
* xyz 0 1
C -4.7990 2.8824 -0.0770
C -3.5470 2.8884 -0.9610
O -2.9540 1.5774 -1.1140
H -5.1840 3.8844 -0.0240
H -4.6230 2.6074 0.9560
H -5.5590 2.2124 -0.5150
H -2.7620 3.4814 -0.4600
H -3.7790 3.2794 -1.9380
H -3.6990 0.9694 -1.4330
C 3.4100 0.9584 -2.2160
C 4.5510 1.6044 -3.1290
O 3.9650 2.3064 -4.1970
H 2.8070 0.1964 -2.6790
H 2.6640 1.7034 -1.9380
H 3.8090 0.6204 -1.2630
H 5.2710 0.8934 -3.4310
H 5.1510 2.3704 -2.5770
H 3.4610 3.0424 -3.8170
C 0.2560 -0.2976 -0.1730
O 0.6080 -0.3206 -1.5380
N -0.7640 0.3884 0.3210
N 0.8260 -1.0006 0.7420
H -1.3200 0.9834 -0.3160
H -0.7080 0.7854 1.3080
H 1.6940 -1.4756 0.4800
H 0.4700 -0.9966 1.7090
C -0.3620 -4.1936 -2.1580
O 0.1100 -5.0196 -3.1980
N -1.0090 -3.1066 -2.3960
N -0.5450 -4.5556 -0.9170
H -0.8220 -2.6026 -3.2950
H -1.3570 -2.5086 -1.6220
H -0.1510 -5.4736 -0.5670
H -0.8850 -3.9386 -0.1430
C -2.4680 -2.7116 0.4680
O -3.5220 -3.5756 0.6930
N -1.2860 -2.8776 1.0300
N -2.5290 -1.5946 -0.1540
H -1.2420 -3.7056 1.6370
H -0.5070 -2.2306 1.1200
H -3.4590 -1.5246 -0.6830
H -1.7530 -0.8756 -0.1120
C 1.4620 -0.5036 -5.0390
O 0.6060 -1.1566 -4.1470
H 1.5480 -1.1516 -5.9250
H 2.4460 -0.2916 -4.7590
H 1.1020 0.5124 -5.3410
H 0.8140 -0.8436 -3.2470
C 1.5300 -3.8526 2.3030
O 1.2950 -5.2006 2.5720
H 2.5820 -3.5846 2.6080
H 0.7710 -3.2346 2.8320
H 1.4090 -3.5866 1.2400
H 1.5940 -5.3636 3.4930
C 3.0320 1.7064 2.0990
O 3.6200 1.5574 3.3700
H 3.6300 1.2814 1.2970
H 2.8600 2.7854 1.8370
H 2.0410 1.2784 2.0640
H 4.4670 2.0144 3.4070
C 4.4580 -1.5426 1.0190
O 3.4050 -2.1906 0.3170
H 5.1410 -0.9876 0.3750
H 5.0460 -2.2936 1.4740
H 3.9100 -0.8766 1.7510
H 3.7690 -2.5776 -0.4860
C -4.9890 -0.4516 1.9150
O -3.7380 0.2054 2.1800
H -4.7950 -1.4186 1.4730
H -5.6270 0.1734 1.2390
H -5.5550 -0.6056 2.8160
H -3.2230 0.2954 1.3560
C -1.3500 -1.1646 3.8390
O -0.0560 -0.9756 3.2970
H -1.3550 -1.8076 4.6910
H -2.0940 -1.3886 3.1290
H -1.7030 -0.1656 4.0560
H 0.5650 -0.5406 3.9930
C -0.4940 2.0134 -3.1160
O -1.0210 2.6074 -4.2860
H -0.6270 0.9424 -3.1480
H -0.8820 2.2854 -2.1400
H 0.5700 2.2804 -3.0980
H -0.3550 2.8014 -4.9150
C 0.4750 3.3784 0.3450
O 1.0820 4.3094 -0.5490
H 0.4180 3.8014 1.3940
H 1.0380 2.4694 0.3220
H -0.5470 3.1364 0.0220
H 1.6770 4.8154 -0.0090
C -1.4940 2.9544 3.0380
O -0.7160 1.7934 2.7260
H -1.8380 2.6664 4.0760
H -2.3950 3.0394 2.4110
H -0.9110 3.8824 2.9860
H -0.0590 1.7174 3.4180
*
```

Entry 3:
DFT (ωB97M-V with the def2-TZVPD basis set) results for a structure of composition C24H21GeN2S4Sc.

The calculation puts the largest force on an atom at 0.51 eV/Å. The value obtained for the HOMO energy is -0.009 eV.

ORCA input file:
```
! wB97M-V def2-TZVPD RIJCOSX def2/J DEFGRID3
* xyz -2 1
Sc -2.2516 -0.9625 -2.3907
S -2.5592 0.3178 -4.6716
S -2.4866 -1.7009 -5.0909
S -4.2978 -2.5351 -4.5494
S -4.1498 -2.8752 -2.4878
N -1.5836 2.0209 -1.3121
C -2.8336 1.8366 -0.8769
C -3.5192 2.7773 -0.0624
C -4.8109 2.5329 0.3172
C -5.4493 1.3570 -0.0960
C -4.7208 0.4814 -0.8714
N -3.4523 0.6870 -1.2478
H -1.0609 2.7359 -0.8272
H -1.0573 1.0534 -1.5220
H -2.9961 3.6727 0.2491
H -5.3340 3.2526 0.9386
H -6.4698 1.1278 0.1763
H -5.1540 -0.4501 -1.2220
C -0.5897 -0.6286 -1.4409
Ge 0.7842 -0.5801 -0.2246
C 1.0626 -2.1411 1.0034
C 1.6597 -2.0450 2.2603
C 1.8325 -3.1628 3.0718
C 1.4066 -4.4096 2.6351
C 0.8004 -4.5255 1.3890
C 0.6288 -3.4023 0.5908
C 0.6727 0.9326 1.1083
C -0.5530 1.1483 1.7477
C -0.7513 2.2193 2.6079
C 0.2828 3.1188 2.8491
C 1.5068 2.9296 2.2232
C 1.6937 1.8475 1.3658
C 2.6459 -0.3057 -0.9405
C 3.8186 -0.5831 -0.2379
C 5.0728 -0.3465 -0.7926
C 5.1766 0.1780 -2.0744
C 4.0200 0.4513 -2.7954
C 2.7734 0.2053 -2.2331
H 1.9900 -1.0742 2.6193
H 2.2955 -3.0594 4.0482
H 1.5364 -5.2836 3.2646
H 0.4512 -5.4933 1.0449
H 0.1253 -3.4857 -0.3681
H -1.3759 0.4710 1.5349
H -1.7178 2.3619 3.0801
H 0.1318 3.9625 3.5141
H 2.3181 3.6291 2.3984
H 2.6556 1.7201 0.8783
H 3.7538 -0.9993 0.7634
H 5.9704 -0.5748 -0.2263
H 6.1520 0.3634 -2.5119
H 4.0912 0.8482 -3.8029
H 1.8648 0.3845 -2.8026
*
```